[1]
The following is a DFT calculation (the ωB97M-V functional and the def2-TZVPD basis) of C26H32N4O3 in the gas phase.

**Relative energy (zero: lowest compared OMol25 entry of this formula, charge and spin)**: 3.1780 eV
**E_tot**: -1454.69644 hartree
**Frontier orbital gap**: 8.86 eV
**F_max**: 0.8 eV Å⁻¹
**Spin multiplicity**: 1
**E_HOMO**: -8.245 eV
**Lowest unoccupied orbital energy**: 0.6148 eV

Last column: natural (NBO) charge in e.
Positions of all 65 atoms, in Å:
O: -1.208705 -0.893907 -0.865565  -0.613
C: -2.003789 -1.077187 0.029614  0.692
C: -2.187212 -2.420715 0.710495  -0.484
C: -3.257632 -3.235364 -0.041128  -0.413
C: -4.574537 -2.511720 -0.060635  -0.035
C: -5.393602 -2.509383 1.063243  -0.194
C: -6.582918 -1.801883 1.068151  -0.221
C: -6.968226 -1.085641 -0.052710  -0.230
C: -6.160058 -1.082454 -1.177309  -0.187
C: -4.970523 -1.789378 -1.179514  -0.222
N: -2.828167 -0.110594 0.527330  -0.625
C: -3.030454 1.177486 0.021053  0.297
C: -4.245947 1.804520 -0.186724  -0.363
C: -3.899387 3.079884 -0.638339  -0.051
N: -2.589858 3.222169 -0.691155  -0.270
N: -2.061711 2.068891 -0.290867  -0.149
C: -0.630337 1.920248 -0.148593  -0.072
C: -0.231258 1.913479 1.328976  -0.398
C: 1.283546 1.766196 1.436056  -0.225
N: 1.932577 2.870383 0.759024  -0.438
C: 3.362322 2.957306 1.027896  -0.224
C: 4.162140 1.775908 0.534661  -0.079
C: 4.676760 1.749340 -0.757970  -0.180
C: 5.334257 0.636806 -1.237422  -0.254
C: 5.495299 -0.492839 -0.434975  0.287
O: 6.171790 -1.530186 -1.015132  -0.493
C: 6.297197 -2.752619 -0.330701  -0.086
C: 4.996279 -3.573291 -0.357165  -0.087
O: 5.135680 -4.801084 0.311023  -0.709
C: 4.998420 -0.471736 0.862215  -0.266
C: 4.342736 0.654529 1.330884  -0.195
C: 1.605809 2.875692 -0.654685  -0.225
C: 0.102882 3.062605 -0.839876  -0.394
H: -1.238152 -2.956286 0.671151  0.241
H: -2.480661 -2.285715 1.752792  0.209
H: -2.912151 -3.404747 -1.062046  0.224
H: -3.368402 -4.203473 0.452197  0.220
H: -5.098977 -3.071882 1.938796  0.204
H: -7.210681 -1.810870 1.947275  0.215
H: -7.896327 -0.533377 -0.049514  0.217
H: -6.454428 -0.525192 -2.054184  0.219
H: -4.338655 -1.776972 -2.055716  0.221
H: -3.586329 -0.426493 1.117597  0.418
H: -5.221167 1.387690 -0.039574  0.227
H: -4.543362 3.887105 -0.924844  0.206
H: -0.341009 0.968122 -0.608220  0.248
H: -0.538414 2.855867 1.785782  0.212
H: -0.717906 1.090670 1.856365  0.207
H: 1.578643 0.788877 1.013040  0.171
H: 1.578940 1.788110 2.488266  0.199
H: 3.480326 3.060589 2.110634  0.200
H: 3.723152 3.874616 0.554466  0.202
H: 4.565664 2.614296 -1.395551  0.211
H: 5.736281 0.614807 -2.238050  0.223
H: 6.628978 -2.606947 0.704855  0.176
H: 7.082223 -3.295367 -0.869268  0.185
H: 4.199435 -3.037564 0.163373  0.185
H: 4.687751 -3.717710 -1.401774  0.164
H: 5.801411 -5.332367 -0.140013  0.464
H: 5.112543 -1.317571 1.521918  0.210
H: 3.968932 0.654079 2.344993  0.208
H: 1.920139 1.941047 -1.152066  0.170
H: 2.135360 3.708738 -1.122570  0.201
H: -0.145253 3.080323 -1.900608  0.221
H: -0.210210 4.007969 -0.398389  0.224

Force components x, y, z for each atom (eV/Å):
O 0.0 -0.1 -0.3
C 0.0 -0.2 0.4
C 0.1 -0.1 -0.2
C 0.1 0.1 0.1
C -0.1 -0.2 -0.1
C 0.1 0.0 0.0
C -0.1 0.1 0.1
C -0.1 0.1 0.0
C -0.1 0.0 0.0
C 0.0 -0.1 0.0
N -0.1 0.3 0.3
C -0.4 0.2 -0.3
C 0.2 -0.2 0.1
C 0.1 -0.2 0.2
N 0.1 0.8 -0.4
N -0.4 -0.5 0.1
C 0.7 0.2 0.2
C 0.2 -0.2 -0.1
C -0.3 0.1 0.1
N 0.0 0.1 0.0
C 0.0 0.0 0.0
C 0.0 0.1 0.1
C 0.0 -0.1 0.1
C 0.1 -0.2 0.0
C 0.0 0.2 -0.1
O -0.1 0.3 -0.1
C -0.2 -0.4 0.2
C 0.1 0.5 -0.3
O 0.2 -0.4 0.2
C 0.2 -0.3 -0.1
C 0.0 0.2 -0.1
C -0.3 0.1 0.0
C 0.1 -0.2 0.0
H 0.0 0.1 0.1
H 0.0 0.0 0.0
H 0.0 -0.1 0.0
H 0.0 0.0 -0.1
H 0.0 -0.1 0.1
H -0.1 0.0 0.1
H -0.1 0.0 0.0
H 0.0 0.1 -0.1
H 0.1 0.0 -0.1
H 0.2 0.0 0.0
H -0.2 -0.1 0.0
H -0.1 0.2 -0.1
H -0.1 0.3 0.1
H -0.1 0.0 0.0
H 0.0 0.0 0.0
H 0.0 0.0 0.1
H 0.0 -0.1 0.0
H 0.1 0.0 -0.1
H 0.0 0.0 0.1
H 0.0 0.1 -0.1
H 0.1 0.0 -0.1
H 0.0 0.0 -0.1
H -0.1 0.0 0.1
H 0.1 0.0 -0.1
H 0.0 0.1 0.1
H -0.1 0.0 0.0
H 0.0 -0.1 0.0
H 0.0 0.0 0.1
H 0.0 0.1 0.0
H 0.0 0.0 -0.1
H 0.0 0.0 0.0
H 0.0 0.0 -0.1



[2]
The following is a DFT calculation (the ωB97M-V functional and the def2-TZVPD basis) of a molecular structure, C26H32N7O3RuS4 at a distorted geometry.

**Relative energy (zero: lowest compared OMol25 entry of this formula, charge and spin)**: 3.1985 eV
**E_tot**: -3306.24275 hartree
**Frontier orbital gap (alpha / beta)**: 6.33 / 6.33 eV
**F_max**: 2.4 eV Å⁻¹
**Spin multiplicity**: 1
**E_HOMO (alpha / beta)**: -9.732 / -9.743 eV
**Total charge**: +1
**Lowest unoccupied orbital energy (alpha / beta)**: -3.4011 / -3.4145 eV

Last column: Mulliken charge in e.
Positions of all 73 atoms, in Å:
Ru: 0.082997 0.161834 -0.082515  0.277
O: -0.957167 -0.023788 2.008543  -0.711
N: -0.398837 0.744961 2.887017  0.398
C: -1.169566 1.276283 3.854986  -0.172
C: -0.656172 2.099815 4.822286  -0.786
C: 0.704184 2.396990 4.805356  -0.585
C: 1.489278 1.847421 3.818071  -0.641
C: 0.936982 1.015370 2.846720  0.717
S: 1.907677 0.303352 1.627280  -0.593
H: -2.211892 0.997293 3.809980  0.474
H: -1.309363 2.491684 5.584077  0.454
H: 1.133674 3.047002 5.548972  0.435
H: 2.544345 2.049745 3.752097  0.556
C: 3.857238 -0.889039 -1.257766  0.111
C: 3.129175 -2.196273 -1.509401  -0.866
S: 1.331191 -2.196086 -1.114256  0.148
C: 0.591630 -2.267803 -2.788577  -0.836
C: 0.737060 -1.012242 -3.622306  -0.659
S: -0.081415 0.469677 -2.893960  0.029
C: 1.267668 1.696917 -2.998820  -0.460
C: 2.384342 1.477849 -1.995277  0.952
S: 3.687447 0.336665 -2.603975  -0.178
H: 4.928529 -1.089708 -1.206546  0.517
H: 3.541242 -0.428612 -0.322296  -0.392
H: 3.552013 -2.966210 -0.862471  0.510
H: 3.233614 -2.507835 -2.547361  0.403
H: -0.456938 -2.503598 -2.611627  0.298
H: 1.051869 -3.110837 -3.307075  0.575
H: 0.264630 -1.170048 -4.593060  0.550
H: 1.785745 -0.751098 -3.763273  0.206
H: 0.757119 2.638712 -2.789121  -0.214
H: 1.634083 1.709946 -4.024922  0.746
H: 1.980920 1.067743 -1.050502  -0.959
H: 2.870241 2.429473 -1.779311  0.163
N: -3.641567 -3.996688 -0.456563  -0.621
N: -3.120662 -2.776256 -0.672923  1.334
N: -3.792220 -1.824886 -1.272299  -0.930
C: -2.957729 -0.799717 -1.191012  -0.616
N: -1.830811 -1.148309 -0.570225  0.455
N: -1.946148 -2.407467 -0.248048  -0.881
H: -4.374935 -4.225344 -1.116325  0.296
H: -2.937810 -4.704850 -0.289399  0.288
H: -3.152105 0.175496 -1.586227  0.712
C: 4.643141 3.571067 0.296628  -1.048
O: 3.364452 4.052995 -0.067603  -0.499
C: 2.486529 4.385038 0.919217  1.146
C: 2.790299 4.484927 2.267565  -0.548
C: 1.815531 4.865903 3.174606  -0.803
C: 0.521068 5.109757 2.753740  -1.082
C: 0.198200 5.007361 1.414305  0.013
C: 1.176871 4.669844 0.488253  -0.362
N: 0.962421 4.748036 -0.889246  0.232
C: -0.186982 4.643377 -1.558129  -1.327
C: -1.326455 3.931046 -1.179060  1.073
C: -2.569200 4.228996 -1.797242  -0.908
C: -3.714361 3.583411 -1.439415  -0.823
C: -3.676324 2.589983 -0.442303  -0.603
C: -2.495663 2.217808 0.132121  -0.938
C: -1.261998 2.825598 -0.241897  1.366
O: -0.148071 2.397368 0.200056  -0.199
H: 5.234267 4.332760 0.807973  0.439
H: 5.131177 3.312471 -0.641400  0.291
H: 4.556746 2.685718 0.930688  0.378
H: 3.788703 4.284292 2.616543  0.494
H: 2.081431 4.986323 4.213269  0.584
H: -0.234927 5.398739 3.464382  0.426
H: -0.797373 5.236123 1.068597  0.557
H: 1.783960 5.058487 -1.397886  0.337
H: -0.225158 5.188669 -2.495945  0.416
H: -2.586654 5.017588 -2.535204  0.450
H: -4.656335 3.826780 -1.905450  0.388
H: -4.602119 2.120391 -0.145008  0.488
H: -2.451679 1.425227 0.871789  0.558

Force components x, y, z for each atom (eV/Å):
Ru -0.7 -1.2 1.8
O 0.2 -0.7 -2.3
N 0.9 1.0 1.0
C -0.3 0.0 0.1
C 0.3 0.0 0.1
C -0.2 -0.3 0.0
C -0.3 -0.1 0.2
C -0.1 0.1 0.0
S 0.0 0.2 -1.4
H 0.0 0.0 -0.1
H -0.1 0.0 0.0
H 0.0 0.1 0.1
H 0.1 0.0 0.0
C -0.1 0.3 -0.4
C -0.3 0.2 0.4
S -0.5 0.3 -0.1
C 0.2 0.1 0.5
C -0.3 0.3 -0.1
S 0.8 -0.2 0.9
C -0.2 -0.2 0.1
C 0.4 -0.1 0.0
S 0.0 0.1 0.3
H 0.0 0.0 0.1
H 0.1 0.0 0.0
H 0.0 0.0 -0.1
H 0.0 -0.1 0.0
H 0.0 -0.1 0.0
H -0.1 0.0 0.0
H 0.1 0.0 0.0
H -0.1 -0.1 0.0
H 0.1 0.0 -0.1
H 0.0 0.1 0.0
H 0.3 0.4 -0.4
H -0.1 0.0 0.0
N -0.5 -1.0 0.6
N 0.7 1.5 -0.4
N -0.6 0.0 -0.2
C 0.0 -0.3 0.0
N 0.2 1.2 -0.5
N 0.3 -1.0 0.5
H 0.3 0.1 0.0
H 0.0 0.2 -0.2
H -0.1 0.1 -0.1
C 0.3 -0.1 0.0
O -0.5 0.3 0.0
C -0.4 -0.1 -0.2
C 0.2 0.0 -0.1
C 0.0 0.1 -0.2
C 0.0 0.0 0.0
C 0.3 0.1 -0.2
C 0.5 -0.1 1.0
N -0.5 0.0 -1.0
C 0.5 0.0 0.3
C 0.1 -0.3 0.5
C -0.3 0.0 0.0
C 0.0 0.4 -0.4
C 0.4 0.0 0.2
C -0.3 -0.2 0.0
C -0.2 0.2 -0.1
O 0.0 -1.3 -0.3
H 0.0 0.1 0.0
H 0.0 0.0 0.1
H 0.0 0.0 0.0
H 0.2 0.0 0.0
H 0.0 0.0 0.1
H -0.1 0.0 0.1
H -0.1 0.0 0.0
H -0.2 0.1 -0.1
H 0.2 -0.1 -0.1
H -0.1 0.1 -0.1
H 0.0 0.1 -0.1
H -0.1 -0.1 0.1
H 0.1 0.0 0.0



- Which value of F_max does entry 2 give?
  2.4 eV Å⁻¹